Entry 1:
Here is CH3Br3N as an isolated structure from the Open Molecules 2025 dataset. Energies are from ωB97M-V/def2-TZVPD.

Last column: Mulliken charge in e.
Atoms and positions in Å:
Br1 -2.201 -1.480 -1.912  0.19
Br2 -3.129 0.554 0.401  0.22
Br3 -1.953 -2.244 1.282  0.16
N1 -0.144 -0.104 -0.071  -0.64
C1 -2.045 -0.852 -0.097  0.02
H1 0.015 0.547 -0.816  0.34
H2 0.377 0.260 0.788  0.34
H3 0.343 -0.972 -0.294  0.38

Properties
HOMO energy ... -15.1 eV
Energy relative to the best compared isomer or geometry (same formula, charge and spin) ... 20.1 kcal/mol
LUMO level ... -0.21992 Eh
Net charge ... +1
Molar mass ... 268.8 g/mol
Spin multiplicity ... 1
Electronic energy ... -212694.1452 eV

---

Entry 2:
Here is one molecule with the formula C18H18BrNO5 from the Open Molecules 2025 dataset. Energies are from ωB97M-V/def2-TZVPD.

Last column: Mulliken charge in e.
Atoms and positions in Å:
Br1 6.796 -0.270 -0.764  -0.19
O1 0.411 -0.919 2.432  -0.59
O2 -7.583 -0.810 -0.588  -0.48
O3 -3.061 -2.697 -0.039  -0.69
O4 -0.152 -0.623 0.274  -0.31
O5 -2.966 2.189 -0.052  -0.33
N1 -2.754 -0.431 -0.038  0.00
C1 0.421 -0.259 1.432  0.79
C2 -4.041 0.095 -0.184  -0.66
C3 2.511 0.776 0.772  0.44
C4 -6.421 -0.116 -0.454  0.56
C5 -3.026 3.594 -0.039  -0.94
C6 -5.403 2.068 -0.331  -0.34
C7 4.059 0.479 -1.050  -0.58
C8 2.792 0.787 -0.589  -0.27
C9 -7.525 -2.218 -0.582  -0.79
C10 -6.526 1.272 -0.462  -1.00
C11 -0.838 -1.868 0.228  -0.71
C12 5.047 0.151 -0.137  0.07
C13 4.785 0.122 1.222  -0.51
C14 1.121 1.076 1.269  -0.99
C15 -2.354 -1.716 0.035  0.70
C16 -4.150 1.495 -0.191  0.56
C17 3.515 0.433 1.670  -0.36
C18 -5.167 -0.702 -0.314  -0.03
H1 3.299 0.404 2.727  0.39
H2 -7.502 1.717 -0.571  0.43
H3 -5.035 -1.770 -0.301  0.82
H4 -0.437 -2.445 -0.610  0.34
H5 -8.554 -2.554 -0.697  0.23
H6 -0.662 -2.423 1.157  0.38
H7 0.577 1.686 0.549  0.26
H8 4.278 0.492 -2.106  0.42
H9 -7.121 -2.599 0.361  0.32
H10 -5.522 3.139 -0.341  0.40
H11 2.016 1.037 -1.296  0.36
H12 -3.630 3.962 0.796  0.38
H13 -2.036 0.282 0.016  0.15
H14 1.158 1.569 2.240  0.46
H15 -6.923 -2.598 -1.413  0.32
H16 5.564 -0.142 1.921  0.42
H17 -3.424 3.988 -0.979  0.37
H18 -1.998 3.933 0.085  0.21

Properties
HOMO energy ... -7.9 eV
Energy relative to the best compared isomer or geometry (same formula, charge and spin) ... 0.0 kcal/mol
LUMO level ... 0.01674 Eh
Net charge ... 0
SMILES ... COc1ccc(OC)c(NC(=O)COC(=O)Cc2ccc(Br)cc2)c1
Molar mass ... 408.2 g/mol
Spin multiplicity ... 1
Electronic energy ... -100728.4214 eV

---

Entry 3:
Here is a 3-piece molecular cluster, C2H10O3 overall from the Open Molecules 2025 dataset. Energies are from ωB97M-V/def2-TZVPD.

Last column: Mulliken charge in e.
Atoms and positions in Å:
O1 1.580 0.715 -0.807  -0.68
O2 -0.665 -0.287 0.635  -0.50
O3 4.509 -0.300 -1.083  -0.66
C1 -1.945 0.098 0.184  -0.18
C2 -3.016 -0.225 1.290  -0.99
H1 -3.370 -1.237 1.094  0.25
H2 -2.596 -0.021 2.275  0.30
H3 -1.942 1.162 -0.053  0.28
H4 -3.890 0.420 1.201  0.32
H5 0.061 0.092 0.134  0.35
H6 4.213 -0.686 -1.907  0.33
H7 -2.216 -0.419 -0.736  0.24
H8 4.975 -1.008 -0.639  0.32
H9 1.995 1.541 -1.053  0.31
H10 2.306 0.154 -0.534  0.31

Properties
HOMO energy ... -9.5 eV
Energy relative to the best compared isomer or geometry (same formula, charge and spin) ... 3.6 kcal/mol
LUMO level ... 0.01744 Eh
Net charge ... 0
SMILES ... CCO.O.O
Molar mass ... 82.1 g/mol
Spin multiplicity ... 1
Electronic energy ... -8378.3984 eV